Record 1
A structure of composition C13H23GaN4O2P2 in a non-equilibrium geometry. Source: the Open Molecules 2025 dataset; level of theory: ωB97M-V/def2-TZVPD.

Each line ends with the Mulliken charge.
Positions of all 45 atoms, in Å:
Ga  0.031  0.080  -0.191  0.5678
P  -2.219  0.167  -0.586  0.3503
C  -2.079  0.537  -2.358  -0.9264
C  -0.848  1.264  -2.773  0.8706
N  0.222  1.054  -1.988  0.0650
C  1.458  1.435  -2.346  0.7816
C  1.625  2.185  -3.496  -1.0213
C  0.536  2.403  -4.333  -0.5039
C  -0.715  1.942  -3.966  -0.8024
C  2.634  1.068  -1.495  -1.2866
P  2.291  -0.388  -0.440  0.5375
H  -1.617  2.052  -4.562  0.5107
H  2.614  2.528  -3.776  0.5169
H  0.621  2.986  -5.245  0.4639
H  3.520  0.861  -2.104  0.6319
H  2.916  1.887  -0.824  0.4464
H  -1.995  -0.475  -2.818  0.0114
H  -2.980  0.947  -2.819  0.7866
H  -1.378  -2.340  -2.707  0.4543
O  -1.448  -1.785  -3.538  -0.6832
H  -2.248  -2.122  -4.021  0.3443
H  -0.123  -2.231  -0.871  0.1134
O  -0.577  -2.991  -1.285  -0.6710
H  0.233  -3.385  -1.674  0.3780
C  2.807  -1.779  -1.508  -1.3383
H  3.832  -1.629  -1.868  0.4387
H  2.780  -2.729  -0.958  0.4229
H  2.164  -1.877  -2.392  0.3914
C  3.463  -0.344  0.933  -1.1287
H  3.373  -1.253  1.537  0.4006
H  4.502  -0.255  0.595  0.4242
H  3.240  0.502  1.587  0.4123
C  -2.946  1.625  0.218  -1.1276
H  -3.944  1.854  -0.181  0.4429
H  -3.011  1.415  1.296  0.3887
H  -2.287  2.489  0.065  0.3683
C  -3.441  -1.170  -0.404  -1.1729
H  -3.637  -1.300  0.668  0.4310
H  -4.397  -0.946  -0.898  0.4192
H  -3.072  -2.133  -0.779  0.3442
N  -0.124  0.612  1.662  -0.4560
C  -0.282  0.971  2.778  0.9166
N  -0.705  1.282  3.928  -0.4906
C  0.055  1.858  4.841  0.3715
N  0.587  2.362  5.759  -0.3942

Force components x, y, z for each atom (eV/Å):
Ga -0.1977 0.8757 1.7546
P -2.0351 0.1437 -1.1178
C -0.7237 0.3294 -0.0001
C -0.0070 -0.4345 0.3333
N 0.5471 -0.2875 0.8713
C 0.0338 0.9094 -0.8940
C 0.3112 -0.3783 -0.3228
C -0.3450 0.5838 0.0655
C -0.4673 -0.2334 0.1407
C 0.1273 0.0919 0.5921
P 1.5436 -0.7461 -0.7730
H 0.3427 0.1787 -0.1582
H -0.0917 -0.0133 0.0250
H 0.2405 -0.1661 0.0589
H -0.1855 0.0108 0.0154
H -0.1086 0.0931 -0.0312
H 0.1332 0.4563 0.0472
H -0.0477 0.2609 0.3533
H 0.0230 0.3280 -1.1802
O -0.9778 -1.7774 -0.1022
H 1.1527 0.2303 0.4387
H -0.6834 -0.4755 0.1489
O 1.6138 0.5241 0.1216
H -0.8291 -0.5488 -0.0778
C -0.2994 -0.3817 -0.0363
H -0.1738 0.1187 0.2311
H 0.0071 0.2294 -0.0212
H 0.0397 0.1509 0.1524
C -0.2389 0.0421 0.5879
H -0.0428 0.0860 -0.1521
H -0.2840 -0.0333 -0.2431
H -0.0215 -0.0231 -0.0545
C 0.4430 -0.0275 0.5150
H 0.3159 -0.2775 -0.0051
H -0.0574 0.2142 -0.2613
H -0.1633 -0.1274 0.0878
C 0.1856 -0.4325 0.2471
H 0.0267 0.0544 -0.1472
H 0.3826 0.2450 0.0525
H 0.0382 0.2774 0.0251
N 0.8364 -0.3231 -1.8427
C -1.3917 0.5847 2.1735
N 0.6641 -0.7393 -2.6359
C 1.3553 1.5121 3.2482
N -0.9908 -1.1047 -2.2301

* total energy: -3485.6127 Eh
* HOMO: -14.401 eV
* net charge: +2
* gap between HOMO and LUMO: 6.605 eV
* F_max: 0.074 hartree/bohr
* energy relative to the best compared isomer or geometry (same formula, charge and spin): 0.00 kcal per mole



Record 2
A cluster of 15 separate species, H30O15 in total in a non-equilibrium geometry. Source: the Open Molecules 2025 dataset; level of theory: ωB97M-V/def2-TZVPD.

Each line ends with the Mulliken charge.
Positions of all 45 atoms, in Å:
H  -0.190  0.508  -1.241  0.3001
H  0.061  1.280  0.056  0.3741
H  -0.954  0.288  2.196  0.2307
H  -2.279  0.914  2.394  0.2934
H  2.551  -2.054  2.474  0.2982
H  1.422  -1.038  2.434  0.3119
H  1.787  3.149  2.874  0.3149
H  2.207  2.064  1.780  0.2534
H  0.651  0.825  4.294  0.2916
H  1.768  0.385  3.383  0.3102
H  -2.361  -1.745  -4.586  0.3253
H  -3.117  -2.079  -3.235  0.3198
H  -0.625  -3.267  -2.709  0.3137
H  0.719  -3.991  -2.590  0.2871
H  -3.281  -2.423  1.831  0.2884
H  -4.252  -2.925  0.764  0.2834
H  -4.498  0.572  0.283  0.2670
H  -5.730  -0.065  0.094  0.2830
H  0.093  2.575  -1.236  0.2838
H  -1.217  2.156  -0.437  0.3592
H  2.430  3.890  -2.951  0.2739
H  2.649  5.002  -2.091  0.2485
H  4.655  -0.364  -2.289  0.3143
H  3.579  -0.567  -3.357  0.2979
H  0.573  -3.667  2.265  0.2934
H  -0.154  -3.246  0.991  0.2668
H  2.438  1.431  -1.672  0.2186
H  3.114  1.400  -0.474  0.2346
H  -2.659  0.015  -0.772  0.2140
H  -1.513  -1.115  -0.460  0.2578
O  -0.328  0.437  -0.289  -0.5347
O  -1.490  1.031  1.895  -0.5540
O  2.249  -1.175  2.774  -0.6361
O  2.491  2.771  2.397  -0.6108
O  1.462  0.232  4.280  -0.5445
O  -3.038  -2.366  -4.215  -0.6566
O  0.128  -3.334  -2.166  -0.5753
O  -3.490  -2.294  0.903  -0.5460
O  -5.279  0.324  0.757  -0.5606
O  -0.473  2.778  -0.556  -0.7153
O  2.384  4.062  -2.037  -0.5010
O  4.376  -0.894  -3.043  -0.6055
O  0.434  -2.945  1.587  -0.5785
O  2.598  2.027  -0.986  -0.4679
O  -1.756  -0.391  -1.054  -0.5220

Force components x, y, z for each atom (eV/Å):
H 0.2166 -0.1844 0.5692
H 0.5549 -1.2024 0.0929
H 0.1721 -0.0056 -0.3371
H -1.2151 0.1190 0.6869
H -0.3926 0.8617 -0.1499
H -3.2820 -0.2923 -1.5069
H -1.6309 0.3185 0.5023
H -0.2861 1.0470 0.6981
H 1.4104 -0.8380 0.4951
H 0.6517 0.2317 0.4386
H -0.9522 -0.7652 0.5719
H 0.2854 -0.5462 -2.3822
H -1.4642 0.0489 -1.1463
H -0.6335 0.6375 0.3573
H 0.0842 0.1012 0.1923
H 1.2337 1.0902 0.1169
H 1.0248 0.4826 0.0863
H -2.9601 -2.2645 -3.2012
H 1.7473 -0.7718 -2.5696
H 0.7784 0.4607 -0.6308
H -0.0294 -0.9668 -1.9550
H -0.2953 -0.3585 0.6664
H -0.1683 0.0356 -0.1496
H -2.2619 1.0513 -0.7542
H -0.4071 1.2524 -1.2846
H -3.1214 -1.7936 -3.3329
H -0.9668 -1.1544 -2.4469
H 0.3535 0.1736 1.0206
H 2.4830 -1.7859 -0.4854
H -0.7531 0.4822 -0.0011
O 7.1400 3.2919 3.1349
O 0.7005 -0.0225 0.0486
O 4.6613 -2.3564 -0.0394
O 1.8881 -1.2978 -1.3389
O -2.9269 2.4911 0.8010
O 0.7858 1.3808 1.9522
O 2.0043 -0.6575 0.8170
O -1.1823 -1.2463 -0.3182
O 1.8297 1.8729 3.2030
O -2.8857 2.7373 2.9241
O 0.1438 2.5129 0.6050
O 2.4511 -1.0997 0.8883
O 3.3717 0.4667 4.5305
O 0.7742 -0.3529 2.0528
O -8.9317 -3.1850 -3.4220

* total energy: -1146.3234 Eh
* HOMO: -8.504 eV
* net charge: 0
* gap between HOMO and LUMO: 8.290 eV
* F_max: 0.196 hartree/bohr
* energy relative to the best compared isomer or geometry (same formula, charge and spin): 198.71 kcal per mole



Record 3
A structure of composition C3H3O3Tl in a non-equilibrium geometry. Source: the Open Molecules 2025 dataset; level of theory: ωB97M-V/def2-TZVPD.

Each line ends with the Mulliken spin population.
Positions of all 10 atoms, in Å:
O  0.612  0.435  -0.987  -0.0317
Tl  -2.266  -1.039  -2.436  -0.2439
O  -0.970  -1.092  -1.109  -0.0419
C  -0.110  -0.499  -0.485  0.1803
O  -0.121  -0.434  0.915  0.0588
C  -1.082  -1.073  1.572  0.8696
H  -0.752  -0.950  2.624  0.0983
C  1.322  1.360  -0.185  0.0903
H  1.479  1.232  0.881  0.0098
H  1.887  2.060  -0.791  0.0104

Force components x, y, z for each atom (eV/Å):
O 3.9831 4.7627 1.5848
Tl -8.1735 0.3413 -8.0665
O 8.6011 -1.1465 7.2367
C -2.7775 -0.6922 0.8059
O -3.2415 -2.4684 0.8363
C 4.1543 2.3754 -0.3706
H -1.3828 -0.8331 1.0040
C -0.5708 -2.7767 -3.0456
H -0.4574 -0.0615 0.3721
H -0.1350 0.4990 -0.3571

* total energy: -512.6533 Eh
* HOMO (alpha / beta): -22.857 / -23.620 eV
* net charge: +3
* gap between HOMO and LUMO (alpha / beta): 4.879 / 5.779 eV
* F_max: 0.223 hartree/bohr
* <S²>: 0.948
* multiplicity: 2
* energy relative to the best compared isomer or geometry (same formula, charge and spin): 207.11 kcal per mole



Q: Among the records above, which one has the highest net charge?
A: C3H3O3Tl